{"formula": "C4H8O3Sr", "method": "the ωB97M-V functional and the def2-TZVPD basis", "homo_ev": [-16.659, -17.437], "total_charge": 2, "symbols": ["C", "C", "O", "H", "H", "H", "H", "H", "Sr", "O", "O", "C", "C", "H", "H", "H"], "positions_angstrom": [[-3.3664, -0.9717, -0.4854], [-2.0727, -1.7370, -0.3803], [-1.2353, -0.9722, 0.5399], [-4.0087, -1.4607, -1.2280], [-3.8882, -0.9315, 0.4782], [-3.1604, 0.0541, -0.8156], [-1.5543, -1.8189, -1.3430], [-2.1939, -2.7204, 0.0870], [-0.1138, 1.2384, 1.0965], [0.0994, -1.2374, 0.3112], [1.3475, -0.0845, -0.2852], [2.2264, -1.0430, -0.4729], [1.6243, -2.2951, -0.6133], [2.0082, -3.1038, 0.0134], [3.2700, -0.9208, -0.1661], [1.1101, -2.4372, -1.5698]]}


{"formula": "C11H23BO3", "method": "the ωB97M-V functional and the def2-TZVPD basis", "homo_ev": -9.278, "smiles": "CCOCB(C)CCCCCOC(C)=O", "symbols": ["C", "C", "O", "C", "B", "C", "C", "C", "C", "C", "C", "O", "C", "C", "O", "H", "H", "H", "H", "H", "H", "H", "H", "H", "H", "H", "H", "H", "H", "H", "H", "H", "H", "H", "H", "H", "H", "H"], "positions_angstrom": [[0.8905, 4.3826, 0.8159], [0.5068, 3.8020, -0.5524], [-0.8873, 3.6391, -0.7118], [-1.4000, 2.5132, -0.0017], [-1.4476, 1.1498, -0.7886], [-0.8584, 1.0433, -2.2334], [-2.0082, -0.1124, -0.0364], [-0.8075, -0.8567, 0.5841], [-1.2099, -2.1731, 1.2396], [-0.0936, -2.8658, 2.0233], [1.2442, -2.9448, 1.3154], [1.1286, -3.7707, 0.1417], [1.1418, -3.1627, -1.0773], [2.2848, -2.2024, -1.3354], [0.3343, -3.4498, -1.9070], [-0.0148, 4.6995, 1.3347], [1.5346, 5.2547, 0.7081], [1.4103, 3.6643, 1.4496], [0.8206, 4.4691, -1.3542], [1.0151, 2.8425, -0.7180], [-2.4148, 2.7678, 0.3295], [-0.8348, 2.3578, 0.9334], [-1.1523, 0.1364, -2.7633], [-1.0842, 1.9301, -2.8281], [0.2372, 1.0217, -2.1465], [-2.7170, 0.1415, 0.7588], [-2.5077, -0.7930, -0.7327], [-0.3310, -0.2119, 1.3336], [-0.0652, -1.0265, -0.2007], [-2.0214, -1.9519, 1.9386], [-1.6272, -2.8495, 0.4908], [0.0742, -2.3276, 2.9628], [-0.3965, -3.8806, 2.2883], [1.9871, -3.4085, 1.9645], [1.6128, -1.9518, 1.0530], [3.0999, -2.3149, -0.6250], [1.9131, -1.1769, -1.3076], [2.6435, -2.3839, -2.3456]]}


{"formula": "C55H42N5O5OsS5", "method": "the ωB97M-V functional and the def2-TZVPD basis", "homo_ev": [-10.185, -10.255], "multiplicity": 5, "total_charge": 1, "symbols": ["Os", "C", "C", "C", "C", "C", "C", "C", "S", "O", "C", "C", "C", "C", "C", "C", "C", "C", "C", "C", "C", "C", "C", "C", "C", "C", "C", "C", "C", "C", "S", "O", "C", "C", "C", "C", "C", "C", "C", "H", "H", "H", "H", "H", "H", "H", "H", "H", "H", "H", "H", "H", "H", "H", "H", "H", "H", "H", "H", "H", "H", "H", "H", "H", "H", "S", "C", "C", "C", "C", "N", "C", "C", "C", "S", "C", "N", "H", "H", "N", "C", "N", "C", "C", "C", "C", "C", "H", "H", "H", "H", "H", "H", "H", "H", "H", "H", "O", "C", "N", "S", "O", "O", "C", "C", "C", "C", "C", "C", "H", "H", "H", "H"], "positions_angstrom": [[-1.4561, 0.9309, -1.1552], [-3.8666, -7.4439, -0.7228], [-3.1768, -6.1349, -0.9410], [-3.8921, -4.9441, -0.8433], [-3.2701, -3.7247, -1.0329], [-1.9178, -3.6854, -1.3111], [-1.1889, -4.8571, -1.4351], [-1.8191, -6.0737, -1.2480], [-1.0247, -2.1260, -1.4831], [-2.1239, -1.0763, -1.4137], [-0.4542, -2.1543, 0.2403], [-1.4436, -2.0130, 1.2237], [-1.0923, -1.9734, 2.5402], [0.2654, -2.0240, 2.9217], [0.6515, -1.9121, 4.2747], [1.9727, -1.9189, 4.6263], [2.9632, -2.0662, 3.6427], [2.6209, -2.1989, 2.3248], [1.2678, -2.1781, 1.9246], [0.8789, -2.2655, 0.5565], [1.8676, -2.5135, -0.5189], [2.3957, -3.8135, -0.7307], [2.0879, -4.8996, 0.1177], [2.6272, -6.1345, -0.1144], [3.4707, -6.3484, -1.2163], [3.7758, -5.3192, -2.0632], [3.2611, -4.0242, -1.8400], [3.5907, -2.9411, -2.6837], [3.1026, -1.6897, -2.4426], [2.2454, -1.4907, -1.3550], [1.4710, 0.0790, -0.9754], [0.3783, 0.0535, -1.9878], [2.9648, 2.1864, -0.9408], [3.5561, 3.2143, -1.6573], [3.9877, 4.3461, -0.9884], [3.8114, 4.4743, 0.3847], [4.2954, 5.6706, 1.1383], [3.1906, 3.4416, 1.0781], [2.7747, 2.2964, 0.4286], [-4.5582, -7.3749, 0.1140], [-3.1522, -8.2379, -0.5236], [-4.4465, -7.7215, -1.6038], [-4.9480, -4.9669, -0.6126], [-3.8320, -2.8055, -0.9632], [-0.1350, -4.8151, -1.6620], [-1.2490, -6.9867, -1.3395], [-2.4746, -1.9240, 0.9191], [-1.8495, -1.8785, 3.3038], [-0.1173, -1.8161, 5.0303], [2.2626, -1.8196, 5.6613], [4.0020, -2.0682, 3.9350], [3.3853, -2.3238, 1.5725], [1.4294, -4.7422, 0.9598], [2.4091, -6.9562, 0.5512], [3.8734, -7.3355, -1.3890], [4.4202, -5.4789, -2.9149], [4.2463, -3.1172, -3.5210], [3.3662, -0.8493, -3.0603], [3.6861, 3.0980, -2.7219], [4.4688, 5.1345, -1.5468], [4.8983, 6.3108, 0.5029], [4.8919, 5.3553, 1.9923], [3.4524, 6.2408, 1.5247], [3.0458, 3.5353, 2.1449], [2.3214, 1.4816, 0.9740], [-3.5362, 1.7080, -0.4268], [-4.1635, 1.3079, -2.0355], [-3.9538, 2.0740, -3.1699], [-4.4906, 1.6351, -4.3774], [-4.1938, 2.3307, -5.5708], [-3.9102, 2.8744, -6.5376], [-5.3021, 0.4762, -4.4268], [-5.5356, -0.2686, -3.2792], [-4.9510, 0.1369, -2.0802], [-5.0900, -0.6971, -0.5884], [-5.8895, 0.0932, -5.6584], [-6.3765, -0.2230, -6.6454], [-3.3709, 2.9838, -3.1382], [-6.1593, -1.1506, -3.3162], [-0.3772, 0.6493, 0.9579], [-0.4977, 1.0645, 2.0365], [-0.6258, 1.4394, 3.2552], [0.5242, 1.8475, 4.0437], [0.1547, 3.0246, 4.9427], [-1.0734, 2.6768, 5.7795], [-2.2348, 2.3458, 4.8463], [-1.8550, 1.1527, 3.9781], [1.3302, 2.1211, 3.3617], [0.8559, 0.9966, 4.6564], [-0.0607, 3.8970, 4.3247], [1.0034, 3.2619, 5.5859], [-1.3342, 3.5129, 6.4277], [-0.8533, 1.8162, 6.4177], [-2.4550, 3.2052, 4.2126], [-3.1304, 2.1000, 5.4165], [-2.6381, 0.9195, 3.2558], [-1.6844, 0.2804, 4.6216], [-0.2979, 3.7227, 0.8536], [-0.1071, 3.6799, -0.3493], [-0.4362, 2.6224, -1.1374], [0.1999, 2.6379, -2.7113], [2.6113, 1.0374, -1.6350], [-1.0020, 2.3710, -3.5073], [0.5622, 4.4021, -2.5321], [1.1298, 5.2390, -3.4676], [1.6417, 6.4566, -3.0383], [1.6063, 6.8054, -1.6951], [1.0312, 5.9588, -0.7592], [0.5194, 4.7405, -1.1848], [1.1665, 4.9431, -4.5045], [2.0887, 7.1291, -3.7532], [2.0269, 7.7494, -1.3806], [0.9884, 6.2259, 0.2829]]}


{"formula": "C35H52ClO12P", "method": "the ωB97M-V functional and the def2-TZVPD basis", "homo_ev": -8.631, "smiles": "CC(=O)OCCc1ccc(OC[C@@H](C)O)c2c1C(=O)c1c(Cl)cc(P(C)C)cc1C2=O.COCCOCCOC.COCCOCCOC", "symbols": ["C", "C", "O", "O", "C", "C", "C", "C", "C", "C", "O", "C", "C", "C", "O", "C", "C", "C", "O", "C", "C", "Cl", "C", "C", "P", "C", "C", "C", "C", "C", "O", "H", "H", "H", "H", "H", "H", "H", "H", "H", "H", "H", "H", "H", "H", "H", "H", "H", "H", "H", "H", "H", "H", "H", "H", "C", "O", "C", "C", "O", "C", "C", "O", "C", "H", "H", "H", "H", "H", "H", "H", "H", "H", "H", "H", "H", "H", "H", "C", "O", "C", "C", "O", "C", "C", "O", "C", "H", "H", "H", "H", "H", "H", "H", "H", "H", "H", "H", "H", "H", "H"], "positions_angstrom": [[-1.9605, -0.2266, -3.8475], [-2.6760, 0.8305, -4.9280], [-3.9354, 1.2030, -4.6861], [-1.8496, 1.2177, -6.0820], [-1.6594, 2.6737, -6.1735], [-0.4166, 3.2713, -5.2869], [0.9415, 2.3531, -5.2832], [1.3563, 1.2101, -6.3829], [2.7932, 0.3619, -6.2714], [3.8879, 0.6078, -5.0333], [5.1508, -0.1406, -4.8994], [5.0502, -1.2334, -3.9197], [5.0291, -2.6577, -4.7807], [5.9584, -3.8394, -4.1227], [3.6256, -3.0840, -4.8997], [3.4479, 1.7642, -3.9264], [2.0199, 2.6280, -4.0365], [1.6874, 3.7482, -2.8429], [1.1909, 4.9671, -3.0688], [2.0769, 3.2417, -1.2976], [1.1061, 3.5313, 0.0096], [-0.5054, 4.4932, -0.1642], [1.5701, 2.9519, 1.4757], [2.9752, 2.1090, 1.5574], [3.5675, 1.3388, 3.2460], [3.5748, -0.5695, 2.8576], [2.0102, 1.5482, 4.3826], [3.9788, 1.8070, 0.2692], [3.5105, 2.3872, -1.1916], [4.3870, 2.1261, -2.5919], [5.7353, 2.2169, -2.6394], [-2.5144, -0.1332, -2.8209], [-0.8218, 0.1208, -3.8074], [-2.0715, -1.3112, -4.2990], [-2.6460, 3.2027, -5.7588], [-1.5717, 3.0528, -7.3020], [-0.2128, 4.3742, -5.6953], [-0.8355, 3.4367, -4.1826], [0.6388, 0.9482, -7.2740], [3.0985, -0.4811, -7.0397], [4.1110, -1.1206, -3.2032], [5.9862, -1.3237, -3.1988], [5.4191, -2.3739, -5.8657], [6.8851, -4.0214, -4.8300], [5.3700, -4.8513, -4.0005], [6.3885, -3.5765, -3.0508], [3.2229, -3.0939, -3.9746], [0.8574, 3.1792, 2.3925], [2.7384, -0.7570, 2.0268], [3.2551, -1.2064, 3.7859], [4.5872, -0.9188, 2.3558], [1.8764, 2.6532, 4.7560], [1.0310, 1.2409, 3.7814], [2.0793, 0.7631, 5.2781], [4.9856, 1.2075, 0.3404], [3.1902, 2.3180, 8.1678], [1.8357, 2.5861, 8.4737], [1.0443, 1.4043, 8.5981], [-0.0418, 1.5893, 9.6626], [0.4476, 1.5713, 11.0100], [1.2410, 2.6946, 11.4160], [0.4485, 3.9979, 11.5679], [0.1021, 4.5303, 10.2898], [-1.1849, 5.1258, 10.2724], [3.2851, 1.9911, 7.1297], [3.7594, 3.2418, 8.3046], [3.6042, 1.5642, 8.8448], [1.6663, 0.5390, 8.8643], [0.5766, 1.2200, 7.6266], [-0.7247, 0.7360, 9.5900], [-0.6460, 2.4776, 9.4775], [2.1075, 2.8177, 10.7657], [1.6374, 2.4295, 12.4025], [1.0710, 4.7445, 12.0719], [-0.4425, 3.8113, 12.1771], [-1.9410, 4.4365, 10.6663], [-1.4429, 5.3507, 9.2337], [-1.1796, 6.0507, 10.8512], [-5.3983, -6.2976, -1.4320], [-5.0502, -5.6539, -2.6422], [-4.9725, -6.5493, -3.7515], [-5.4281, -5.8566, -5.0398], [-6.8443, -5.6506, -5.1264], [-7.4035, -4.6780, -4.2334], [-7.0265, -3.2306, -4.5693], [-5.6672, -2.9691, -4.2218], [-5.0172, -2.1143, -5.1482], [-4.5559, -6.8864, -1.0618], [-5.6465, -5.5276, -0.6960], [-6.2796, -6.9331, -1.5643], [-5.5918, -7.4408, -3.5832], [-3.9274, -6.8565, -3.8514], [-5.1789, -6.5178, -5.8767], [-4.8859, -4.9274, -5.2158], [-7.1823, -4.9265, -3.1951], [-8.4896, -4.7728, -4.3432], [-7.6483, -2.5479, -3.9811], [-7.2087, -3.0464, -5.6336], [-5.1311, -2.4877, -6.1726], [-3.9497, -2.1025, -4.9109], [-5.4155, -1.1015, -5.0693]]}


{"formula": "C10H18Cl2O4Tl", "method": "the ωB97M-V functional and the def2-TZVPD basis", "homo_ev": -19.847, "total_charge": 3, "symbols": ["C", "O", "C", "C", "C", "C", "C", "O", "C", "O", "O", "C", "Cl", "C", "C", "Cl", "H", "H", "H", "H", "H", "H", "H", "H", "H", "H", "H", "H", "H", "H", "H", "H", "H", "H", "Tl"], "positions_angstrom": [[0.0069, -1.1157, 3.6325], [-1.4546, -0.9951, 3.7587], [-1.9670, 0.2566, 3.1799], [-1.5800, 0.5083, 1.6076], [-2.4983, -0.5276, 0.6856], [-1.8437, -0.5551, -0.8461], [-1.1446, -2.0178, -1.1843], [-0.6964, -2.1567, -2.5816], [0.5800, -1.4667, -2.8281], [1.5848, -2.1755, -3.4112], [0.8735, -0.0471, -2.5557], [2.1507, 0.1051, -1.8252], [2.2568, -1.0335, -0.3298], [2.4203, 1.6606, -1.3266], [1.7974, 2.7796, -2.3663], [1.7148, 1.9832, 0.3565], [0.4363, -2.0319, 4.2645], [0.6089, -0.1723, 4.0092], [0.3155, -1.3579, 2.5068], [-3.1570, 0.1835, 3.2336], [-1.7002, 1.2263, 3.8210], [-0.4413, 0.4271, 1.3525], [-1.9339, 1.5985, 1.2876], [-3.5634, 0.0026, 0.6044], [-2.5796, -1.5999, 1.1500], [-1.1000, 0.3500, -0.8874], [-2.6716, -0.3793, -1.6617], [-2.0099, -2.8237, -1.0299], [-0.2826, -2.3035, -0.4137], [3.0475, -0.1904, -2.5548], [3.5865, 1.8053, -1.3307], [0.6462, 2.5979, -2.6173], [1.8755, 3.8333, -1.8541], [2.4258, 2.8605, -3.3752], [4.2965, 0.7715, -0.4709]]}


{"formula": "C5H7O3V", "method": "the ωB97M-V functional and the def2-TZVPD basis", "homo_ev": [-6.719, -9.916], "multiplicity": 5, "symbols": ["O", "C", "O", "V", "O", "C", "H", "H", "H", "C", "C", "C", "H", "H", "H", "H"], "positions_angstrom": [[-1.0197, 2.1495, -0.1673], [0.1025, 2.6072, -0.5194], [0.9718, 3.0336, 0.3812], [-1.5169, 2.3072, -2.1483], [0.4371, 2.6601, -1.7358], [0.5300, -1.8794, -0.9034], [0.1140, -1.0613, -1.5057], [1.5777, -1.6859, -0.6382], [0.4848, -2.7678, -1.5463], [-0.2297, -0.0958, 2.0845], [-0.3013, -1.0458, 1.3308], [-0.3173, -2.1486, 0.3711], [-0.2945, 0.7206, 2.7826], [0.7807, 2.6062, 1.2575], [0.0433, -3.0593, 0.8721], [-1.3625, -2.3405, 0.0846]]}


{"formula": "C4H7NO", "method": "the ωB97M-V functional and the def2-TZVPD basis", "homo_ev": -7.168, "symbols": ["O", "C", "C", "N", "C", "C", "H", "H", "H", "H", "H", "H", "H"], "positions_angstrom": [[2.2310, 0.0265, 1.7839], [1.1480, 0.3037, 1.3317], [0.2652, -0.7111, 0.6269], [-0.4168, -0.0528, -0.4945], [0.4250, 0.4379, -1.4068], [-1.7419, 0.0324, -0.4281], [0.7108, 1.3193, 1.4169], [-0.4756, -1.1185, 1.3204], [0.8797, -1.5278, 0.2440], [0.0337, 0.9682, -2.2619], [1.4725, 0.1903, -1.3266], [-2.2809, 0.5042, -1.2386], [-2.2508, -0.3725, 0.4326]]}


{"formula": "C4H12N2P", "method": "the ωB97M-V functional and the def2-TZVPD basis", "homo_ev": [-8.582, -13.617], "multiplicity": 3, "total_charge": 1, "symbols": ["C", "C", "C", "C", "N", "N", "P", "H", "H", "H", "H", "H", "H", "H", "H", "H", "H", "H", "H"], "positions_angstrom": [[-0.5878, -0.2237, -1.2829], [0.5223, 0.7928, -1.4914], [-0.7503, -0.2308, 0.2542], [0.7179, -0.1832, 0.7291], [-1.4112, -1.3360, 0.8770], [1.4710, 0.5433, -0.3560], [1.0248, 0.6018, 2.4241], [-1.5020, 0.0630, -1.7959], [-0.2891, -1.2137, -1.6318], [1.0311, 0.6917, -2.4486], [0.1285, 1.8058, -1.4035], [-1.2703, 0.6833, 0.5619], [1.0872, -1.2122, 0.7777], [-2.4175, -1.2791, 0.8103], [-1.1094, -2.2320, 0.5125], [2.2663, -0.0202, -0.6677], [1.8554, 1.4236, 0.0063], [0.1464, -0.2717, 3.0503], [0.0441, 1.5858, 2.2625]]}


{"formula": "C27H41ErO2", "method": "the ωB97M-V functional and the def2-TZVPD basis", "homo_ev": [-7.886, -7.896], "multiplicity": 4, "symbols": ["Er", "C", "C", "C", "C", "C", "C", "C", "C", "C", "C", "C", "C", "C", "C", "C", "C", "C", "H", "H", "H", "H", "H", "H", "H", "H", "H", "H", "H", "H", "H", "H", "H", "H", "H", "H", "H", "H", "H", "H", "H", "H", "H", "H", "H", "H", "H", "C", "C", "C", "C", "C", "C", "C", "C", "C", "C", "O", "O", "H", "H", "H", "H", "H", "H", "H", "H", "H", "H", "H", "H"], "positions_angstrom": [[0.3723, -1.0108, -1.1128], [1.3377, 0.1164, 1.2174], [2.5489, -0.3641, 0.6710], [3.0842, 0.6729, -0.1543], [2.1853, 1.7523, -0.0619], [1.1324, 1.4378, 0.8042], [0.1846, 2.4673, 1.4205], [1.0072, 3.4381, 2.2897], [-0.5102, 3.2840, 0.3172], [-0.8669, 1.7717, 2.3031], [4.3736, 0.7876, -0.9999], [5.6415, 0.6728, -0.1295], [4.4368, 2.1714, -1.6824], [4.3898, -0.2399, -2.1493], [3.2011, -1.6181, 1.2774], [4.0079, -2.4477, 0.2631], [4.0912, -1.1681, 2.4500], [2.1036, -2.5495, 1.8384], [0.6886, -0.4514, 1.8752], [2.3223, 2.7176, -0.5170], [1.7434, 3.9638, 1.6812], [1.5403, 2.8993, 3.0718], [0.3656, 4.1847, 2.7599], [0.2203, 3.7324, -0.3565], [-1.0920, 4.0948, 0.7553], [-1.1791, 2.6653, -0.2784], [-0.3927, 1.1526, 3.0654], [-1.5183, 1.1300, 1.7102], [-1.4884, 2.5059, 2.8168], [5.5863, 1.3565, 0.7197], [6.5270, 0.9372, -0.7094], [5.8027, -0.3299, 0.2565], [4.5242, 2.9688, -0.9453], [3.5471, 2.3506, -2.2871], [5.3022, 2.2338, -2.3430], [4.3923, -1.2700, -1.8091], [5.2796, -0.1035, -2.7667], [3.5179, -0.1071, -2.7925], [4.9335, -1.9585, -0.0298], [3.4100, -2.6558, -0.6268], [4.2889, -3.4061, 0.7011], [4.8620, -0.4731, 2.1211], [4.5773, -2.0202, 2.9251], [3.4905, -0.6538, 3.2020], [1.3857, -2.8106, 1.0569], [1.5664, -2.0790, 2.6633], [2.5410, -3.4721, 2.2226], [-8.2486, 0.0413, -0.9500], [-6.8277, -0.4270, -1.0299], [-5.9340, -0.1874, 0.0177], [-4.6101, -0.6567, -0.0344], [-3.6850, -0.3662, 1.1174], [-4.1604, -1.3720, -1.1710], [-5.0651, -1.6148, -2.2328], [-4.6422, -2.3868, -3.4541], [-6.3895, -1.1538, -2.1410], [-2.7308, -1.8743, -1.2477], [-2.5663, -3.1201, -1.4406], [-1.8076, -1.0108, -1.1128], [-8.3715, 0.8139, -0.1839], [-8.9067, -0.7979, -0.7041], [-8.5635, 0.4757, -1.9046], [-6.2663, 0.3672, 0.8917], [-4.2454, -0.0472, 2.0031], [-2.9905, 0.4369, 0.8530], [-3.1249, -1.2613, 1.4062], [-3.6762, -2.0323, -3.8276], [-5.3609, -2.2578, -4.2709], [-4.5824, -3.4554, -3.2259], [-7.0830, -1.3615, -2.9522], [0.3723, -3.0278, -1.1128]]}